Here is 10 unconnected molecules or ions with the total composition C18H56N12O10 from the OMol25 dataset. Energies are from the ωB97M-V functional and the def2-TZVPD basis.

Output
* energy above the lowest of the compared OMol25 structures with the same formula, charge and spin: 2.1276 eV
* strongest force on any atom: 3.585 eV/Å
* LUMO level: 0.4 eV
* SMILES: NC(N)=O.NC(N)=O.NC(N)=O.NC(N)=O.NC(N)=O.NC(N)=O.CC(C)O.CC(C)O.CC(C)O.CC(C)O
* frontier orbital gap: 9.6536 eV

Geometry (Å):
N: -2.26253 -1.44262 -0.21646
C: -2.11351 -1.62445 1.15003
N: -3.25384 -1.97276 1.88380
O: -1.06858 -1.53822 1.82499
H: -1.45127 -0.92702 -0.56245
H: -3.10656 -0.94750 -0.41215
H: -3.31514 -1.62993 2.81810
H: -4.14485 -1.94776 1.42241
N: 3.48644 1.25453 -4.87511
C: 3.82688 0.51268 -3.83322
N: 3.33421 -0.72481 -3.81280
O: 4.64948 0.87561 -3.01393
H: 2.75132 1.09214 -5.55231
H: 4.07825 2.07822 -4.94576
H: 3.44006 -1.32360 -3.04235
H: 2.56026 -1.03309 -4.34667
N: -4.46139 1.53297 -1.72648
C: -4.28453 1.47888 -0.38569
N: -3.74077 2.55558 0.20817
O: -4.53466 0.41755 0.17049
H: -4.93260 0.67896 -2.03173
H: -4.52294 2.38220 -2.24402
H: -3.19488 3.15224 -0.43098
H: -3.52494 2.56234 1.22649
N: 4.35194 3.89743 -1.42673
C: 5.08979 3.29209 -0.42426
N: 5.84010 2.18005 -0.68652
O: 5.08358 3.69436 0.71859
H: 4.66980 4.00197 -2.41797
H: 4.05920 4.76007 -1.08716
H: 6.57005 2.01739 -0.00119
H: 5.81881 1.79732 -1.58238
N: 0.38399 -4.04880 3.43202
C: 1.61540 -4.60318 3.02383
N: 2.55631 -3.65107 2.53719
O: 1.73663 -5.76745 2.81658
H: 0.02773 -3.22791 2.95135
H: -0.27659 -4.78474 3.59131
H: 3.35601 -4.10478 2.14492
H: 2.73208 -3.00252 3.25793
N: -0.84726 -4.55437 -0.45010
C: -0.00938 -4.74881 -1.51373
N: 0.39553 -6.00228 -1.79854
O: 0.08159 -3.84081 -2.35914
H: -0.70082 -3.56166 -0.19372
H: -0.67409 -5.14791 0.36974
H: 0.71323 -6.13755 -2.75257
H: 0.32819 -6.72411 -1.06127
C: 1.87382 -1.17468 -0.33705
C: 1.56869 0.23881 -0.01717
C: 1.94839 1.18456 -1.10157
O: 0.07321 0.36101 0.05220
H: 1.53307 -1.78994 0.51478
H: 2.93839 -1.38442 -0.57701
H: 1.32561 -1.41694 -1.20263
H: 2.09418 0.56864 0.90901
H: 1.57906 2.21800 -1.03226
H: 1.52593 0.81683 -2.05081
H: 3.03463 1.21274 -1.23996
H: -0.18175 -0.10934 0.84839
C: -0.66171 1.85838 -5.63442
C: -0.09367 0.45712 -5.41027
C: -1.11565 -0.64295 -5.78075
O: 1.07902 0.42116 -6.22971
H: 0.24650 2.49482 -5.39303
H: -1.43481 1.95069 -4.82203
H: -0.98307 2.03549 -6.67418
H: 0.20560 0.33339 -4.34930
H: -1.56466 -0.54147 -6.77684
H: -2.02439 -0.59314 -5.10814
H: -0.71132 -1.61864 -5.64770
H: 1.24750 -0.43141 -6.65639
C: 1.22430 -0.57438 3.94465
C: 0.32258 0.48458 4.41737
C: 0.93962 1.87807 4.35890
O: -0.91465 0.50594 3.68155
H: 1.54236 -0.48029 2.88531
H: 0.69270 -1.52002 4.04334
H: 2.12995 -0.62908 4.52327
H: 0.07910 0.36185 5.49581
H: 1.80670 1.96744 4.98365
H: 0.24059 2.64026 4.63726
H: 1.33809 2.10972 3.33951
H: -0.85905 -0.07881 2.87763
C: -3.51332 2.79220 5.18981
C: -3.96624 2.15948 3.89492
C: -5.35394 2.54719 3.32904
O: -2.96530 2.51497 2.84210
H: -3.67089 3.85683 4.99531
H: -2.49602 2.58499 5.41602
H: -4.14057 2.48442 6.01518
H: -3.95143 1.09461 3.94763
H: -6.05653 2.31464 4.12125
H: -5.51327 1.86391 2.53847
H: -5.34369 3.55630 2.91945
H: -2.18941 1.92154 2.95886